Here is C8H28B3MgO4S2 as an isolated structure from the OMol25 dataset. Energies are from wB97M-V/def2-TZVPD.

Calculated values
Charge: -1
Energy relative to the best compared isomer or geometry (same formula, charge and spin), kcal per mole: 0.0

Structure (XYZ):
```
46
C8H28B3MgO4S2 | the OMol25 dataset | wB97M-V/def2-TZVPD
Mg 4.759 5.366 22.063
B 6.289 4.902 23.342
H 6.100 3.841 22.845
H 7.137 4.805 24.200
H 6.640 5.757 22.624
H 5.240 5.103 23.843
B 2.740 5.432 22.729
H 3.410 6.232 23.283
H 1.565 5.465 22.992
H 2.961 5.638 21.583
H 3.289 4.411 22.946
B 6.492 5.440 19.979
H 6.591 5.553 18.771
H 5.399 5.765 20.394
H 6.760 4.331 20.391
H 7.315 6.128 20.556
C 1.073 1.590 20.742
C 1.753 0.746 21.869
C 2.971 1.498 22.389
S 3.680 2.184 20.910
O 4.337 1.136 20.176
O 4.358 3.411 21.189
C 2.132 2.536 20.127
H 0.243 2.135 21.177
H 0.796 0.893 19.956
H 2.072 -0.222 21.473
H 1.021 0.493 22.636
H 3.731 0.976 22.960
H 2.615 2.381 22.932
H 2.233 2.460 19.048
H 1.882 3.576 20.345
C 3.441 9.396 24.155
C 2.992 10.275 22.975
C 3.766 9.822 21.715
S 5.219 8.923 22.295
O 6.431 9.554 21.863
O 4.995 7.541 22.061
C 4.945 9.255 24.019
H 2.973 8.410 24.111
H 3.200 9.800 25.139
H 3.194 11.320 23.211
H 1.929 10.139 22.787
H 4.104 10.692 21.161
H 3.162 9.121 21.147
H 5.478 10.193 24.204
H 5.432 8.502 24.638
```

So, what does the natural (NBO) scheme give us? The charges, in e, come out as:
1 Mg 1.80
2 B -0.91
3 H 0.00
4 H 0.01
5 H 0.02
6 H -0.06
7 B -0.80
8 H -0.03
9 H 0.00
10 H -0.07
11 H -0.04
12 B -0.65
13 H -0.05
14 H -0.19
15 H -0.02
16 H -0.03
17 C -0.40
18 C -0.41
19 C -0.69
20 S 2.23
21 O -0.94
22 O -0.96
23 C -0.70
24 H 0.22
25 H 0.21
26 H 0.21
27 H 0.21
28 H 0.26
29 H 0.26
30 H 0.25
31 H 0.26
32 C -0.42
33 C -0.40
34 C -0.68
35 S 2.22
36 O -0.93
37 O -0.98
38 C -0.68
39 H 0.25
40 H 0.22
41 H 0.20
42 H 0.22
43 H 0.24
44 H 0.26
45 H 0.23
46 H 0.27


Here is C22H21AlBr3Cl2FI3N2Na2O9P as an isolated structure from the OMol25 dataset. Energies are from wB97M-V/def2-TZVPD.

Calculated values
Charge: 0

Structure (XYZ):
```
67
C22H21AlBr3Cl2FI3N2Na2O9P | the OMol25 dataset | wB97M-V/def2-TZVPD
C 2.048 -1.520 2.112
C 2.298 -2.695 1.007
I 4.457 -2.498 0.457
C 1.480 -2.355 -0.385
I 1.247 -4.090 -1.685
C 0.066 -1.658 0.016
C -0.332 -0.222 -0.516
I 0.944 0.941 -1.883
C -1.667 0.496 -0.108
C -2.574 -0.333 0.861
C -2.280 -1.745 1.439
Br -3.583 -2.534 2.683
C -0.927 -2.425 1.000
O -0.657 -3.713 1.568
C -1.261 -4.773 0.825
O -0.522 -5.811 0.582
C -2.751 -4.834 0.320
C -3.651 -5.979 0.970
C -5.125 -6.237 0.584
C -5.783 -5.326 -0.512
C -4.908 -4.176 -1.164
C -3.409 -3.918 -0.766
C -3.778 0.687 1.082
O -4.782 0.366 1.755
N -3.478 1.967 0.358
P -3.525 3.200 1.604
N -5.030 3.856 1.534
O -3.362 2.569 3.208
O -2.397 4.504 1.388
C -2.232 1.925 -0.482
O -1.766 2.823 -1.233
H 2.908 -1.444 2.872
H 1.976 -0.474 1.623
H 1.079 -1.713 2.709
H 2.049 -3.732 1.415
H 2.169 -1.620 -0.958
H -3.193 -6.665 1.766
H -5.671 -7.112 1.102
H -6.888 -5.540 -0.792
H -5.455 -3.544 -1.956
H -2.797 -3.099 -1.281
H -4.880 4.868 1.343
H -4.300 2.420 3.507
H -2.178 4.809 2.337
F -4.216 -1.550 -0.523
Al 3.594 0.090 0.137
O 6.651 0.728 -2.994
C 6.164 1.831 -3.043
O 4.877 2.079 -3.411
C 4.664 3.493 -3.466
C 5.733 4.092 -2.585
C 6.882 3.123 -2.759
H 4.752 3.819 -4.508
H 3.660 3.728 -3.106
H 5.982 5.119 -2.849
H 5.394 4.083 -1.523
H 7.506 3.381 -3.618
H 7.484 3.047 -1.853
Br 6.067 5.329 -0.168
Cl -0.215 -7.071 -1.007
Na -1.434 5.943 0.703
Cl -8.591 -6.441 -0.537
O 5.451 8.660 0.332
H 6.340 9.016 0.453
H 5.601 7.726 0.112
Na -4.045 5.205 2.823
Br 4.315 0.969 3.009
```

So, what does the natural (NBO) scheme give us? The charges, in e, come out as:
1 C -0.69
2 C -0.30
3 I 0.19
4 C -0.45
5 I 0.21
6 C -0.09
7 C -0.11
8 I 0.29
9 C -0.22
10 C 0.01
11 C -0.06
12 Br 0.19
13 C 0.27
14 O -0.51
15 C 0.79
16 O -0.45
17 C -0.14
18 C -0.19
19 C -0.23
20 C -0.05
21 C -0.19
22 C -0.10
23 C 0.68
24 O -0.46
25 N -0.77
26 P 2.18
27 N -1.26
28 O -0.94
29 O -1.05
30 C 0.69
31 O -0.53
32 H 0.30
33 H 0.20
34 H 0.24
35 H 0.26
36 H 0.25
37 H 0.23
38 H 0.27
39 H 0.30
40 H 0.27
41 H 0.28
42 H 0.30
43 H 0.55
44 H 0.45
45 F -0.82
46 Al 0.57
47 O -0.58
48 C 0.79
49 O -0.51
50 C -0.07
51 C -0.44
52 C -0.53
53 H 0.17
54 H 0.18
55 H 0.23
56 H 0.25
57 H 0.23
58 H 0.26
59 Br -0.65
60 Cl 0.07
61 Na 0.87
62 Cl -0.70
63 O -0.98
64 H 0.46
65 H 0.49
66 Na 0.87
67 Br -0.77


Maximum force
In order: 3.12, 6.08
Unit: eV Å⁻¹
Lowest unoccupied orbital energy
In order: 2.39, -5.12
Unit: eV
E_HOMO
In order: -4.80, -6.72
Unit: eV